# C35H51N2O7SeTi

A structure of composition C35H51N2O7SeTi in a non-equilibrium geometry (wB97M-V/def2-TZVPD, OMol25).

## Properties
Multiplicity: 3
HOMO-LUMO gap (alpha / beta), eV: 4.62 / 6.85
Energy, hartree: -5251.5413
Energy above the lowest of the compared OMol25 structures with the same formula, charge and spin, kcal per mole: 16.1
Total charge: -1
Highest occupied orbital energy (alpha / beta), eV: -2.458 / -4.702

Each line ends with the Mulliken charge.
Positions of all 97 atoms, in Å:
Ti: -1.69 2.02 -0.15  -0.56
C: 4.48 -1.94 3.08  -1.60
C: 3.41 -1.12 3.82  1.86
C: 2.63 -2.08 4.72  -2.11
C: 4.11 -0.09 4.72  -1.64
C: 2.51 -0.41 2.82  -0.35
C: 1.16 -0.68 2.67  0.42
C: 0.39 0.01 1.73  -0.66
Se: -1.43 -0.51 1.47  -0.09
C: -1.20 -1.50 -0.14  -0.30
C: -0.89 -2.85 -0.07  -0.09
C: -0.68 -3.58 -1.23  -0.44
C: -0.76 -2.87 -2.42  -0.58
C: -1.05 -1.51 -2.54  -0.43
C: -1.35 -0.80 -1.35  1.11
O: -1.77 0.45 -1.35  -0.81
C: -1.04 -0.92 -3.97  2.82
C: 0.29 -1.31 -4.65  -1.88
C: -2.21 -1.52 -4.77  -1.83
C: -1.16 0.60 -4.05  -2.14
C: -0.35 -5.08 -1.22  2.06
C: -1.43 -5.85 -2.00  -1.66
C: 1.01 -5.31 -1.88  -1.60
C: -0.30 -5.64 0.20  -2.16
C: 0.95 1.01 0.91  0.17
O: 0.20 1.68 0.06  1.19
C: 2.34 1.25 1.00  -1.08
C: 3.06 0.55 1.95  0.02
C: 3.00 2.28 0.07  2.85
C: 4.51 2.34 0.28  -2.49
C: 2.75 1.91 -1.40  -1.50
C: 2.43 3.68 0.35  -1.52
H: 5.14 -2.46 3.78  0.46
H: 5.10 -1.29 2.45  0.30
H: 4.01 -2.68 2.42  0.33
H: 3.30 -2.55 5.44  0.44
H: 2.15 -2.88 4.14  0.33
H: 1.84 -1.55 5.28  0.37
H: 4.74 -0.59 5.47  0.47
H: 3.37 0.52 5.25  0.33
H: 4.75 0.59 4.14  0.28
H: 0.68 -1.44 3.27  0.46
H: -0.81 -3.31 0.91  0.43
H: -0.57 -3.42 -3.35  0.18
H: 0.39 -2.38 -4.80  0.38
H: 1.13 -0.96 -4.05  0.33
H: 0.35 -0.83 -5.63  0.48
H: -2.14 -2.61 -4.84  0.31
H: -2.22 -1.12 -5.79  0.48
H: -3.16 -1.27 -4.30  0.31
H: -0.40 1.10 -3.45  0.01
H: -2.11 0.97 -3.69  0.22
H: -1.03 0.90 -5.10  0.56
H: -1.49 -5.52 -3.04  0.28
H: -2.42 -5.70 -1.55  0.35
H: -1.21 -6.92 -2.00  0.47
H: 1.03 -4.94 -2.91  0.30
H: 1.24 -6.38 -1.90  0.45
H: 1.80 -4.79 -1.33  0.34
H: -1.25 -5.54 0.72  0.37
H: 0.47 -5.15 0.80  0.37
H: -0.05 -6.71 0.15  0.45
H: 4.12 0.74 2.03  0.32
H: 4.99 1.38 0.09  0.41
H: 4.78 2.67 1.29  0.39
H: 4.94 3.07 -0.42  0.46
H: 3.14 0.91 -1.62  0.35
H: 3.27 2.63 -2.05  0.52
H: 1.69 1.92 -1.65  -0.09
H: 2.68 4.00 1.36  0.32
H: 1.34 3.71 0.24  0.04
H: 2.86 4.41 -0.35  0.44
O: -5.22 3.94 -0.85  -0.55
C: -4.19 3.11 -1.25  0.05
O: -3.58 2.40 -0.30  0.00
C: -3.51 3.45 -2.52  -0.34
O: -2.12 3.06 -2.50  -0.08
C: -1.21 4.16 -2.54  -0.55
C: -1.12 4.85 -1.21  0.71
O: -0.85 6.04 -1.13  -0.79
O: -1.33 4.05 -0.21  -0.41
H: -5.16 3.97 0.12  0.31
H: -3.61 4.52 -2.73  0.29
H: -3.94 2.91 -3.37  0.38
H: -1.48 4.87 -3.32  0.41
H: -0.23 3.73 -2.75  0.25
C: -4.59 1.64 3.33  -0.94
N: -3.56 2.64 3.64  0.06
C: -3.43 3.07 5.02  -0.93
C: -2.54 2.65 2.79  0.46
N: -1.93 2.42 1.85  -0.15
H: -5.56 2.04 3.61  0.35
H: -4.40 0.71 3.88  0.31
H: -4.58 1.44 2.26  0.20
H: -4.36 3.53 5.35  0.29
H: -2.63 3.80 5.11  0.35
H: -3.22 2.22 5.67  0.32

***

# C35H52AsGdP3S

A structure of composition C35H52AsGdP3S in a non-equilibrium geometry (wB97M-V/def2-TZVPD, OMol25).

## Properties
Multiplicity: 8
HOMO-LUMO gap (alpha / beta), eV: 4.24 / 6.49
Energy, hartree: -5787.5437
Energy above the lowest of the compared OMol25 structures with the same formula, charge and spin, kcal per mole: 0.0
Total charge: +3
Highest occupied orbital energy (alpha / beta), eV: -16.023 / -16.031

Each line ends with the Mulliken charge.
Positions of all 93 atoms, in Å:
Gd: 0.05 0.86 -0.80  -0.56
P: -1.75 -0.36 -2.63  1.02
P: 2.17 -0.62 -2.04  1.13
P: -2.13 2.01 0.98  1.05
H: 5.70 2.43 -0.69  0.32
C: 4.69 2.77 -0.40  -0.53
C: 4.00 2.18 0.58  -0.43
H: 4.27 1.20 0.99  0.40
C: -1.96 0.51 -4.22  -1.18
C: -1.36 -2.06 -3.22  -0.97
C: -3.49 -0.63 -2.13  -1.10
C: 3.94 -0.61 -1.59  -0.94
C: 2.09 -2.40 -2.46  -1.00
C: 2.24 0.10 -3.74  -1.36
C: -1.44 3.05 2.34  -1.35
C: -3.32 1.04 1.99  -1.31
C: -3.26 3.28 0.25  -1.19
H: 4.38 3.69 -0.91  0.21
H: 3.08 2.63 0.96  0.17
H: -2.72 0.01 -4.84  0.43
H: -1.00 0.53 -4.76  0.33
H: -2.28 1.55 -4.02  0.41
H: -2.22 -2.45 -3.79  0.55
H: -1.16 -2.71 -2.36  0.00
H: -0.48 -2.04 -3.88  0.44
H: -4.10 -0.84 -3.02  0.54
H: -3.87 0.27 -1.63  0.28
H: -3.55 -1.48 -1.44  0.28
H: 4.55 -0.74 -2.50  0.48
H: 4.15 -1.44 -0.91  0.35
H: 4.21 0.33 -1.10  -0.14
H: 2.62 -2.59 -3.40  0.59
H: 1.05 -2.74 -2.56  -0.01
H: 2.55 -2.98 -1.66  0.25
H: 3.07 -0.39 -4.26  0.50
H: 2.43 1.17 -3.68  0.40
H: 1.30 -0.08 -4.27  0.35
H: -2.25 3.69 2.72  0.51
H: -0.63 3.68 1.95  0.27
H: -1.05 2.42 3.15  0.36
H: -3.75 1.66 2.80  0.56
H: -2.81 0.18 2.45  0.25
H: -4.13 0.66 1.36  0.41
H: -3.63 3.95 1.04  0.45
H: -4.11 2.80 -0.24  0.38
H: -2.70 3.87 -0.48  0.30
C: 0.67 4.99 -1.07  0.77
C: -0.19 5.80 -1.84  -0.22
C: -0.04 7.19 -1.79  -0.72
C: 0.93 7.78 -0.96  -0.45
C: 1.75 6.97 -0.16  -0.87
C: 1.61 5.59 -0.21  -0.45
S: 0.81 3.23 -1.21  0.37
H: -0.58 2.71 -1.35  0.08
H: -0.97 5.36 -2.47  0.43
H: -0.68 7.85 -2.39  0.40
H: 1.07 8.86 -0.94  0.42
H: 2.50 7.41 0.49  0.43
H: 2.26 4.94 0.37  0.40
C: -4.21 -4.15 1.69  -0.76
C: -4.22 -2.82 1.25  -0.99
C: -3.02 -2.17 0.98  -0.64
C: -1.78 -2.81 1.15  0.43
C: -1.78 -4.15 1.56  -0.21
C: -2.99 -4.82 1.84  -0.91
As: -0.14 -1.74 0.85  2.02
C: 0.25 -1.42 2.77  0.08
C: 0.73 -0.17 3.20  -0.25
C: 0.98 0.05 4.56  -0.68
C: 0.73 -0.97 5.49  -0.61
C: 0.24 -2.21 5.07  -0.73
C: 0.01 -2.43 3.70  -0.26
C: 1.07 -3.28 0.64  1.11
C: 2.31 -3.29 1.29  -0.92
C: 3.18 -4.38 1.13  -0.70
C: 2.82 -5.45 0.30  -0.69
C: 1.60 -5.43 -0.37  -0.93
C: 0.72 -4.36 -0.18  -0.68
H: -5.15 -4.67 1.90  0.42
H: -5.17 -2.30 1.12  0.49
H: -3.03 -1.13 0.63  0.72
H: -0.84 -4.70 1.67  0.45
H: -2.95 -5.86 2.16  0.45
H: 0.93 0.64 2.47  0.41
H: 1.37 1.02 4.90  0.43
H: 0.92 -0.80 6.55  0.42
H: 0.02 -3.00 5.78  0.46
H: -0.38 -3.39 3.37  0.34
H: 2.58 -2.48 1.97  0.46
H: 4.12 -4.40 1.67  0.47
H: 3.49 -6.30 0.18  0.43
H: 1.30 -6.26 -1.01  0.48
H: -0.27 -4.38 -0.66  0.40

***

# C35H52AsOP3SV

A structure of composition C35H52AsOP3SV in a non-equilibrium geometry (wB97M-V/def2-TZVPD, OMol25).

## Properties
Multiplicity: 3
HOMO-LUMO gap (alpha / beta), eV: 5.39 / 7.41
Energy, hartree: -6041.1159
Energy above the lowest of the compared OMol25 structures with the same formula, charge and spin, kcal per mole: 0.0
Total charge: +3
Highest occupied orbital energy (alpha / beta), eV: -16.094 / -16.094

Each line ends with the Mulliken charge.
Positions of all 94 atoms, in Å:
V: 0.04 -0.09 -1.32  0.38
P: -0.58 2.25 0.02  0.95
P: -2.39 -0.29 -1.42  0.99
P: 2.58 1.61 -1.53  1.49
H: 1.20 -1.28 -6.98  0.28
C: 2.08 -1.28 -6.33  -0.39
C: 2.23 -2.17 -5.34  -0.67
H: 1.69 -3.15 -5.38  0.30
C: -0.98 3.77 -0.92  -1.44
C: -2.06 2.13 1.13  -0.73
C: 0.44 2.94 1.42  -0.94
C: -2.81 -1.74 -2.42  -1.16
C: -3.40 -0.58 0.08  -0.92
C: -3.23 1.14 -2.22  -1.31
C: 3.90 1.09 -2.65  -1.20
C: 2.95 0.98 0.13  -0.84
C: 2.45 3.40 -1.60  -1.36
H: 2.85 -0.56 -6.57  0.28
H: 3.03 -2.06 -4.57  0.39
H: -1.31 4.57 -0.24  0.47
H: -1.79 3.55 -1.63  0.37
H: -0.10 4.12 -1.47  0.37
H: -2.08 2.98 1.84  0.59
H: -1.97 1.19 1.70  -0.50
H: -3.00 2.12 0.56  0.49
H: -0.05 3.86 1.78  0.66
H: 1.46 3.19 1.12  0.27
H: 0.49 2.21 2.25  -0.23
H: -3.72 -2.24 -2.03  0.60
H: -1.97 -2.45 -2.39  0.31
H: -2.98 -1.47 -3.48  0.28
H: -4.11 0.24 0.23  0.53
H: -2.71 -0.64 0.94  -0.18
H: -3.94 -1.52 -0.04  0.49
H: -4.16 0.79 -2.70  0.50
H: -2.57 1.59 -2.98  0.24
H: -3.48 1.90 -1.48  0.43
H: 4.77 1.77 -2.63  0.49
H: 3.52 1.05 -3.68  0.35
H: 4.23 0.08 -2.38  0.45
H: 3.73 1.61 0.60  0.51
H: 3.33 -0.04 0.05  0.57
H: 2.07 0.95 0.79  -0.26
H: 3.45 3.85 -1.77  0.50
H: 2.04 3.85 -0.69  0.36
H: 1.80 3.70 -2.44  0.44
C: -0.05 -0.57 -4.36  1.82
C: 0.00 0.73 -4.90  -0.58
C: -0.88 1.08 -5.91  -0.72
C: -1.64 0.10 -6.55  -0.59
C: -1.64 -1.22 -6.05  -0.56
C: -0.83 -1.57 -4.98  -1.19
S: 1.14 -1.04 -3.21  -0.19
H: 1.42 0.97 -2.20  -0.69
H: 0.80 1.39 -4.55  0.40
H: -0.93 2.13 -6.22  0.48
H: -2.20 0.32 -7.47  0.47
H: -2.31 -1.96 -6.50  0.50
H: -0.70 -2.60 -4.67  0.50
O: 0.06 -0.47 1.12  0.89
As: 0.23 -0.89 2.75  0.32
C: 1.89 -1.74 3.15  0.37
C: 1.83 -3.03 3.68  -0.52
C: 3.02 -3.69 4.03  -0.78
C: 4.26 -3.07 3.80  -0.59
C: 4.31 -1.79 3.23  -1.01
C: 3.13 -1.12 2.88  -0.01
C: -0.07 0.58 3.96  0.07
C: -1.38 0.98 4.28  -0.09
C: -1.58 2.05 5.16  -0.89
C: -0.48 2.68 5.76  -0.71
C: 0.82 2.27 5.44  -0.64
C: 1.03 1.22 4.55  -0.12
C: -1.17 -2.15 3.08  0.09
C: -1.63 -2.95 2.02  -0.55
C: -2.68 -3.85 2.26  -0.61
C: -3.23 -3.96 3.54  -0.59
C: -2.73 -3.20 4.60  -0.77
C: -1.70 -2.28 4.38  -0.33
H: 0.87 -3.54 3.77  0.41
H: 2.97 -4.69 4.46  0.44
H: 5.18 -3.59 4.06  0.41
H: 5.27 -1.32 3.02  0.42
H: 3.18 -0.15 2.38  0.45
H: -2.24 0.45 3.85  0.50
H: -2.59 2.36 5.38  0.46
H: -0.64 3.49 6.47  0.44
H: 1.67 2.76 5.89  0.47
H: 2.04 0.88 4.31  0.40
H: -1.19 -2.84 1.03  0.37
H: -3.05 -4.46 1.43  0.46
H: -4.06 -4.66 3.72  0.44
H: -3.13 -3.31 5.61  0.45
H: -1.31 -1.65 5.19  0.52

***

# C35H52ClN3O4S

A cluster of 3 separate species, C35H52ClN3O4S in total in a non-equilibrium geometry (wB97M-V/def2-TZVPD, OMol25).

## Properties
Multiplicity: 3
HOMO-LUMO gap (alpha / beta), eV: 8.11 / 8.32
Energy, hartree: -2688.2232
Highest occupied orbital energy (alpha / beta), eV: -8.750 / -8.955

Each line ends with the Mulliken charge.
Positions of all 96 atoms, in Å:
C: 2.86 -4.27 -1.34  -0.10
C: 1.77 -3.75 -1.25  -1.47
C: 0.36 -3.44 -1.57  1.64
C: -0.61 -4.19 -0.84  -0.02
S: -0.19 -5.40 0.42  -0.25
C: -1.97 -3.98 -1.11  -0.81
C: -2.32 -3.05 -2.08  0.54
C: -1.36 -2.28 -2.81  0.12
C: 0.01 -2.47 -2.54  0.35
C: 1.07 -1.65 -3.27  -1.28
C: 2.02 -0.84 -2.34  0.57
C: 1.28 0.07 -1.32  -1.34
C: -1.92 -1.31 -3.84  0.13
O: -1.42 -1.04 -4.90  -0.58
C: -3.28 -0.68 -3.48  0.86
Cl: -3.66 0.98 -3.94  -0.24
C: -4.17 -1.40 -2.81  0.06
C: -5.57 -0.94 -2.42  -1.63
C: -5.68 -0.88 -0.84  -0.45
N: -4.36 -0.60 -0.25  -0.28
C: -3.81 -2.83 -2.38  0.13
O: -4.63 -3.70 -2.27  -0.56
H: 3.80 -4.81 -1.35  0.42
H: 0.12 -4.70 1.55  0.17
H: -2.79 -4.51 -0.60  0.54
H: 1.71 -2.37 -3.84  0.33
H: 0.67 -0.96 -4.02  0.50
H: 2.59 -0.15 -3.00  0.27
H: 2.77 -1.47 -1.84  -0.24
H: 1.00 -0.54 -0.44  0.32
H: 1.96 0.86 -0.93  0.34
H: 0.40 0.54 -1.80  0.30
H: -6.27 -1.76 -2.72  0.26
H: -5.89 0.00 -2.90  0.46
H: -5.99 -1.89 -0.51  0.38
H: -6.45 -0.14 -0.56  0.36
H: -4.24 -1.14 0.61  0.11
H: -4.29 0.38 0.02  0.09
C: -3.60 2.64 4.76  -1.83
C: -4.59 1.72 4.00  2.10
C: -6.03 2.01 4.45  -1.40
C: -6.37 1.46 5.83  -0.49
C: -6.02 -0.02 5.92  -1.23
C: -4.57 -0.32 5.51  1.65
N: -4.21 0.29 4.20  0.40
O: -4.77 -0.42 3.25  -0.57
C: -3.63 0.18 6.63  -1.79
C: -4.36 -1.84 5.51  -1.90
C: -4.46 2.16 2.53  -1.94
H: -4.05 3.13 5.63  0.35
H: -2.72 2.09 5.11  0.34
H: -3.20 3.43 4.13  0.50
H: -6.73 1.57 3.73  0.38
H: -6.22 3.09 4.43  0.36
H: -5.84 2.02 6.60  0.29
H: -7.43 1.60 6.03  0.39
H: -6.20 -0.37 6.94  0.39
H: -6.71 -0.58 5.28  0.37
H: -2.58 0.06 6.34  0.38
H: -3.78 -0.39 7.54  0.44
H: -3.79 1.22 6.89  0.35
H: -5.06 -2.36 4.84  0.36
H: -4.52 -2.25 6.50  0.42
H: -3.35 -2.09 5.20  0.45
H: -3.46 1.97 2.15  0.50
H: -4.66 3.23 2.44  0.50
H: -5.18 1.66 1.88  0.23
C: 6.91 2.55 -4.47  -1.73
C: 6.20 2.66 -3.09  1.96
C: 7.17 3.21 -2.03  -1.38
C: 8.21 2.20 -1.57  -0.49
C: 7.54 0.91 -1.12  -1.30
C: 6.60 0.32 -2.18  1.80
N: 5.63 1.33 -2.71  0.50
O: 4.72 1.53 -1.80  -0.55
C: 7.45 -0.27 -3.33  -1.91
C: 5.88 -0.89 -1.59  -2.05
C: 5.10 3.72 -3.31  -2.07
H: 8.00 2.64 -4.38  0.32
H: 6.69 1.61 -4.97  0.33
H: 6.58 3.32 -5.16  0.49
H: 6.60 3.54 -1.16  0.41
H: 7.67 4.10 -2.42  0.36
H: 8.93 2.00 -2.37  0.29
H: 8.78 2.62 -0.74  0.39
H: 8.31 0.17 -0.86  0.39
H: 6.99 1.10 -0.19  0.39
H: 6.81 -0.62 -4.14  0.38
H: 8.03 -1.12 -2.97  0.46
H: 8.17 0.44 -3.74  0.36
H: 5.32 -0.65 -0.68  0.34
H: 6.60 -1.67 -1.32  0.53
H: 5.18 -1.32 -2.31  0.48
H: 4.37 3.38 -4.05  0.47
H: 5.55 4.64 -3.69  0.49
H: 4.58 3.97 -2.40  0.36

***

# C35H52CoP3SbSe

A structure of composition C35H52CoP3SbSe in a non-equilibrium geometry (wB97M-V/def2-TZVPD, OMol25).

## Properties
Multiplicity: 5
HOMO-LUMO gap (alpha / beta), eV: 6.82 / 5.55
Energy, hartree: -6412.1686
Energy above the lowest of the compared OMol25 structures with the same formula, charge and spin, kcal per mole: 64.6
Total charge: +3
Highest occupied orbital energy (alpha / beta), eV: -15.066 / -15.659

Each line ends with the Mulliken charge.
Positions of all 93 atoms, in Å:
Co: -0.02 -1.96 -2.22  -0.06
P: -1.12 -3.02 -0.69  0.92
P: 1.86 -1.77 0.43  0.80
P: 1.92 -2.48 -2.87  1.20
H: -2.44 0.55 -5.09  0.43
C: -2.19 -0.52 -4.87  -0.95
C: -1.65 -1.39 -3.99  -0.76
H: -1.24 -1.32 -2.94  1.09
C: -2.40 -2.16 0.33  -1.07
C: -0.63 -4.49 0.36  -1.23
C: -1.98 -3.91 -2.05  -1.45
C: 3.31 -0.56 0.69  -1.06
C: 1.13 -1.59 2.13  -0.63
C: 2.82 -3.34 0.78  -1.54
C: 1.23 -2.21 -4.51  -1.39
C: 2.41 -4.21 -2.75  -1.25
C: 3.48 -1.57 -2.94  -1.00
H: -2.58 -1.10 -5.69  0.31
H: -1.88 -2.38 -4.46  0.26
H: -2.64 -1.22 -0.18  0.46
H: -2.04 -1.88 1.33  -0.02
H: -3.30 -2.78 0.39  0.56
H: -0.30 -4.19 1.37  0.33
H: 0.19 -5.03 -0.13  0.33
H: -1.48 -5.20 0.47  0.53
H: -2.57 -3.21 -2.67  0.47
H: -2.62 -4.65 -1.56  0.57
H: -1.18 -4.37 -2.66  0.42
H: 4.17 -0.95 1.27  0.48
H: 2.92 0.37 1.16  0.20
H: 3.63 -0.28 -0.32  0.22
H: 1.57 -2.20 2.94  0.47
H: 0.05 -1.84 2.05  -0.15
H: 1.18 -0.51 2.40  0.12
H: 3.34 -3.44 1.76  0.48
H: 3.59 -3.49 0.01  0.44
H: 2.17 -4.22 0.70  0.33
H: 1.87 -2.60 -5.31  0.56
H: 1.09 -1.13 -4.68  0.17
H: 0.25 -2.71 -4.60  0.50
H: 3.06 -4.53 -3.57  0.49
H: 1.53 -4.87 -2.76  0.33
H: 2.94 -4.38 -1.80  0.25
H: 4.11 -1.94 -3.75  0.54
H: 4.04 -1.66 -2.01  0.39
H: 3.28 -0.51 -3.13  0.03
C: 1.10 1.86 -2.18  0.34
C: 0.04 1.56 -3.02  -0.31
C: 0.26 1.40 -4.39  -0.48
C: 1.50 1.60 -4.97  -0.59
C: 2.58 1.85 -4.12  -0.72
C: 2.36 2.13 -2.76  -0.50
Se: 0.98 2.05 -0.19  -0.27
H: 0.18 0.85 0.16  -0.02
H: -0.96 1.46 -2.62  0.72
H: -0.55 1.06 -5.02  0.23
H: 1.62 1.59 -6.07  0.41
H: 3.60 1.86 -4.54  0.49
H: 3.16 2.57 -2.13  0.38
C: -2.64 6.71 1.85  -0.50
C: -1.87 6.25 0.77  -0.59
C: -1.48 4.88 0.70  -0.44
C: -1.96 4.02 1.69  0.58
C: -2.76 4.45 2.75  -0.40
C: -3.09 5.80 2.83  -0.69
Sb: -1.03 2.09 1.88  1.48
C: 0.59 2.69 3.18  0.71
C: 1.75 3.31 2.69  -0.56
C: 2.87 3.42 3.50  -0.78
C: 2.83 3.01 4.83  -0.54
C: 1.65 2.47 5.34  -0.75
C: 0.53 2.25 4.51  -0.55
C: -2.45 0.62 2.82  0.49
C: -2.04 -0.20 3.86  -0.18
C: -2.97 -1.07 4.46  -0.78
C: -4.28 -1.12 3.98  -0.57
C: -4.70 -0.29 2.90  -0.66
C: -3.77 0.61 2.34  -0.52
H: -2.90 7.77 1.90  0.40
H: -1.52 6.93 -0.02  0.40
H: -0.78 4.56 -0.07  0.30
H: -3.08 3.78 3.54  0.39
H: -3.66 6.17 3.68  0.42
H: 1.81 3.69 1.67  0.58
H: 3.80 3.85 3.09  0.42
H: 3.70 3.14 5.47  0.44
H: 1.58 2.18 6.40  0.41
H: -0.35 1.74 4.90  0.51
H: -1.02 -0.17 4.22  0.35
H: -2.67 -1.68 5.30  0.48
H: -5.01 -1.77 4.44  0.45
H: -5.73 -0.34 2.52  0.44
H: -4.09 1.29 1.53  0.45